Entry 1:
104
Properties=species:S:1:pos:R:3:forces:R:3 method="wB97M-V/def2-TZVPD" lumo_energy_ha=-0.103 gap_ev=7.917 energy_ev=-92872.366 e_homo_ev=-10.710 charge=+1
I -2.421463 1.180168 4.069767 -0.431 0.698 -0.792
S 2.165504 -0.653358 2.652580 0.269 -0.577 -2.422
S 0.779425 -2.236271 0.501713 0.293 0.555 -0.087
O 1.465041 -6.829202 -0.732353 -0.184 -0.265 -0.147
O -1.438983 5.721474 -2.768307 0.606 0.086 0.260
O -4.709171 4.603150 -0.075730 1.013 0.123 0.418
O 2.207031 -4.714719 5.241036 0.770 0.273 0.220
O 0.635820 6.626064 -2.613057 -0.721 -0.400 0.008
O -2.796054 5.266429 0.965196 -0.561 -0.226 -0.371
O 4.106805 -3.993859 6.245040 -0.365 -0.138 -0.315
O 1.299655 -9.081478 -0.538840 -0.058 0.967 -0.118
O 2.526626 2.085839 -1.128602 -1.387 -1.324 1.140
O -3.118768 -3.693499 -3.633981 0.724 0.686 0.319
O -1.003838 -2.912979 -3.421933 -0.555 0.119 0.170
N 3.167135 -0.636880 0.039186 -3.142 0.707 1.272
N -2.326525 1.198505 -3.472744 -0.598 -1.746 2.068
N -2.858335 -0.008155 -1.548441 1.238 2.554 -4.375
C -0.246279 5.645956 -2.942649 -0.681 0.327 -0.094
C -3.785654 1.426191 1.225840 0.875 0.306 0.565
C -3.204153 7.571706 1.044531 0.050 0.652 -0.072
C 1.909239 -6.292590 1.501850 0.075 0.293 0.607
C 1.907507 4.749435 -3.185653 0.520 -0.512 0.053
C -2.615081 1.379206 -1.206869 0.472 2.375 -1.671
C -2.279889 2.240145 -2.450918 -1.432 -5.927 2.639
C 3.640374 -1.703378 6.333107 -0.011 0.666 -0.006
C 2.171997 -1.076541 1.011901 0.375 0.997 0.791
C -2.366342 6.461685 1.632684 0.530 0.364 0.399
C -2.666774 2.026283 0.247879 0.419 -0.445 -0.161
C -2.076708 -1.809410 0.178391 0.820 -0.770 0.450
C 4.518035 -2.791585 6.905665 0.430 0.201 0.302
C -3.248307 -1.196393 -0.733172 -0.134 -1.320 0.221
C 2.841433 -3.837708 5.769804 -0.759 -0.740 -0.223
C 0.177702 -4.857968 -3.967333 0.396 -0.483 0.048
C 1.576792 -8.011462 -0.063685 0.090 -1.331 -0.204
C -3.704458 2.249193 2.634895 -1.525 -0.425 -1.376
C 2.351119 -2.441966 6.043812 0.224 0.472 -0.127
C 2.579880 -0.364602 -1.308905 0.082 -0.346 -1.994
C 1.949205 6.252874 -3.054681 0.566 0.200 -0.129
C -0.631151 -1.169046 -0.066420 -0.442 1.996 -0.664
C 1.639442 0.936115 -1.366623 0.498 -0.229 0.232
C -1.930313 -3.842541 -3.779026 -0.942 -0.429 -0.367
C 2.133029 -7.778556 1.314814 -0.209 0.386 0.313
C -2.652325 -0.126694 -2.983190 0.252 3.837 1.804
C 0.472504 4.493966 -3.587388 0.427 -0.235 0.113
C 3.853166 0.632343 0.431994 1.248 1.468 -0.352
C -4.054171 5.460709 0.466068 -0.958 -0.381 -0.311
C 0.297172 -3.358035 -3.829829 0.759 0.049 -0.111
C -1.260968 -5.032194 -4.408681 0.371 -0.213 0.263
C 2.891668 1.943092 0.274734 1.861 0.210 0.553
C 1.979242 -5.771851 0.085096 0.111 0.456 0.039
C -4.507780 6.868974 0.732132 0.294 0.392 -0.139
H 1.097053 0.994370 -2.369459 1.043 0.168 1.155
H 0.111053 3.540094 -3.201103 -0.157 0.109 -0.198
H -2.749390 -1.050979 -3.643299 0.103 1.408 1.308
H 2.004197 1.930270 0.993349 0.964 -0.136 -1.158
H 2.086463 -1.295429 -1.789345 0.621 1.473 1.222
H 3.005553 -5.556117 -0.228361 -0.031 -0.026 -0.006
H -2.168003 1.343279 -4.480695 -0.162 -0.068 0.882
H 1.593593 -8.363173 2.059572 0.240 -0.212 -0.198
H 0.551160 -2.872050 -4.776719 -0.066 0.004 0.046
H 1.688731 -2.460425 6.912606 -0.071 -0.068 -0.119
H 3.517121 -0.851614 7.004327 0.087 -0.096 -0.018
H 3.479596 -0.130748 -2.000341 -1.487 -0.290 1.101
H 4.070350 -1.334660 5.395963 -0.014 -0.022 0.099
H 1.035721 -3.074026 -3.077447 -0.235 0.141 0.020
H -4.994455 7.296016 -0.144470 -0.229 -0.260 0.170
H -2.770326 3.181794 0.143456 -0.028 -2.317 -0.035
H 2.102694 4.286494 -2.213545 0.022 0.015 -0.151
H -3.316310 8.426161 1.713693 0.079 -0.121 -0.013
H 1.372354 -4.875471 -0.051178 0.036 -0.183 -0.211
H 4.387150 0.599101 1.442845 -1.212 -0.197 -1.374
H -2.343252 -1.703497 1.288849 0.439 -0.052 -1.615
H -0.619665 -0.144459 0.473917 0.180 -1.747 -0.627
H 2.151565 6.748601 -4.008642 -0.070 0.018 0.078
H 0.322140 -5.332901 -2.991509 0.050 0.030 -0.113
H -4.761692 2.213228 3.088720 1.871 0.357 -0.513
H -0.442826 -0.917834 -1.179597 -0.530 -0.593 1.650
H 4.691719 0.796781 -0.350863 -1.368 -0.345 1.221
H 0.335947 4.549361 -4.670307 -0.147 -0.034 0.051
H -1.640274 1.857120 0.749245 -1.435 0.159 -0.737
H 0.847322 0.986955 -0.544962 0.966 -0.441 -1.082
H -1.365215 -4.966529 -5.494431 -0.163 -0.047 0.060
H -3.344640 3.307848 2.410054 -0.435 -1.511 0.756
H 2.690069 6.579829 -2.323288 -0.255 0.144 -0.028
H 1.837329 -2.028526 5.175398 -0.224 -0.284 0.177
H 4.374021 -2.918593 7.982737 0.000 -0.021 -0.065
H -2.533395 6.339899 2.707065 -0.005 -0.048 -0.068
H -3.550705 -2.021772 -1.485822 0.379 1.581 1.103
H -2.747890 7.928243 0.115691 -0.016 -0.041 0.121
H 5.576080 -2.608693 6.710036 -0.088 -0.269 0.014
H -3.545436 0.335539 1.512695 -0.522 1.656 -0.744
H 2.637579 4.359331 -3.896766 -0.017 0.100 0.085
H -1.300769 6.617221 1.455741 -0.101 -0.272 -0.007
H 0.908633 -6.120902 1.911215 0.127 0.039 -0.019
H 0.904125 -5.285682 -4.659841 -0.032 0.109 0.089
H -1.993682 -2.945991 -0.017033 -0.342 1.808 0.175
H 2.631099 -5.820552 2.170471 -0.108 0.022 -0.067
H 3.195245 -8.034205 1.318200 -0.091 -0.136 0.008
H 3.535466 2.862659 0.534037 -0.982 -1.433 -0.404
H -4.145820 -0.932702 -0.083423 1.252 -0.275 -1.083
H -1.685797 -5.964258 -4.036480 -0.228 0.161 -0.246
H -4.814908 1.510013 0.732632 1.379 -0.027 0.861
H -2.059920 3.356282 -2.553325 -0.464 -1.824 -0.062
H -5.185818 6.868713 1.589032 -0.088 -0.067 -0.129

Entry 2:
16
Properties=species:S:1:pos:R:3:forces:R:3 method="wB97M-V/def2-TZVPD" lumo_energy_ha="0.013 / 0.013" e_above_lowest_kcal_mol=94.3 gap_ev="7.729 / 7.730" energy_ev=-8760.438 e_homo_ev="-7.387 / -7.388" charge=0
N -0.498449 0.554164 -1.986801 -0.245 -0.104 -0.462
N 1.529646 1.249750 -0.794246 1.916 1.115 -2.364
N -0.071579 -1.533693 1.898402 -0.079 -0.100 0.094
C -1.425724 0.218741 0.968900 0.104 -0.207 -0.103
C 0.677354 0.184786 -1.320766 0.367 2.014 4.060
C 0.761492 -0.376583 -0.047500 -1.649 -2.252 -0.085
C -0.324931 -0.553720 0.937392 -0.142 -0.580 -0.426
H -0.878434 -1.870786 2.399791 0.040 0.050 0.056
H 2.165124 1.732846 -1.413252 0.018 0.025 -0.096
H -2.241048 -0.002139 1.643545 0.086 0.137 0.264
H -1.541087 1.073004 0.324651 0.033 -0.011 -0.208
H 0.547652 -2.277943 1.621299 -0.065 0.000 -0.095
H -0.431901 0.434223 -2.986263 -0.271 -0.102 0.013
H -1.349160 0.177854 -1.585246 0.207 -0.172 -0.332
H 1.372750 1.780963 0.053215 -0.435 -0.445 -0.265
H 1.708296 -0.791466 0.286878 0.113 0.633 -0.051

Entry 3:
18
Properties=species:S:1:pos:R:3:forces:R:3 method="wB97M-V/def2-TZVPD" lumo_energy_ha=-0.166 e_above_lowest_kcal_mol=0.0 gap_ev=9.371 energy_ev=-36173.811 e_homo_ev=-13.899 charge=+1
Cl -2.829474 2.193330 -1.465366 2.900 2.024 2.979
S -0.340091 0.298199 1.807285 1.060 -1.144 -1.507
O -3.449015 -1.512709 -1.089438 -0.724 -1.440 -2.200
O -4.588535 -1.044330 0.655735 -1.506 0.050 1.525
N -3.596646 -1.136769 0.038843 1.829 1.550 -0.625
N 1.089573 -1.325041 0.136035 0.933 1.529 -0.814
N -1.211445 -1.128528 -0.158171 -0.668 1.540 0.752
C 2.311169 -0.669774 0.605274 1.963 0.305 2.489
C -2.003774 0.023419 1.641661 -0.598 0.954 0.082
C -0.075345 -0.730361 0.380016 0.408 -0.549 1.681
C -2.324144 -0.612984 0.504515 0.357 -0.623 2.152
H -3.557392 1.657049 -2.213527 -2.892 -2.085 -2.982
H -2.504221 0.537720 2.446725 -1.102 -0.329 -0.387
H -1.380024 -1.593368 -1.023169 0.140 -0.592 -0.766
H 1.174733 -1.692819 -0.807367 0.054 -0.331 0.216
H 3.055400 -0.448340 -0.148979 -0.274 -0.296 -0.536
H 2.222378 0.281065 1.165788 -1.021 -0.064 -0.810
H 2.870719 -1.189590 1.442368 -0.858 -0.499 -1.250